(w)
Entry from the Open Molecules 2025 dataset: a cluster of 2 separate species, C3H3NOS in total (ωB97M-V/def2-TZVPD).

Atoms and positions in Å:
C (1.5040, -1.3992, 0.3554)
C (2.1054, -0.2186, 0.2976)
C (-0.2888, 0.6697, 0.5015)
N (0.7601, -2.3274, 0.1925)
O (2.8448, 0.6009, -0.0624)
S (-1.5240, -0.3184, 0.1261)
H (-0.1901, 0.7772, 1.6132)
H (-0.0757, 1.4993, -0.2594)
H (-0.1737, -2.1847, -0.2255)

Results
HOMO-LUMO gap in eV: 6.99
SMILES: N=C=C=O.C=S
HOMO in Eh: -0.3184

---

(x)
Entry from the Open Molecules 2025 dataset: an isolated molecule of C3H3NOS (ωB97M-V/def2-TZVPD).

Atoms and positions in Å:
C (-1.0724, 0.9229, 0.2571)
C (0.1016, -1.4197, -0.0819)
C (0.1756, 0.1271, 0.4553)
N (-2.0937, 1.4055, 0.0882)
O (-0.8966, -1.9882, -0.4724)
S (1.4988, 1.1091, -0.2949)
H (0.9659, -1.9156, -0.1105)
H (0.2772, -0.0702, 1.5063)
H (1.0437, 1.8290, -1.3472)

Results
HOMO-LUMO gap in eV: 10.22
SMILES: N#C[C@H](S)C=O
HOMO in Eh: -0.3694

---

Best to worst by energy: (x), (w).

---

(w)
Entry from the Open Molecules 2025 dataset: an isolated molecule of C3H9O2P (ωB97M-V/def2-TZVPD).

Atoms and positions in Å:
C (-0.4056, 1.8368, 0.3611)
C (-0.7664, 0.6332, -0.5756)
C (-0.0086, -1.8899, 0.9359)
O (-1.1014, 0.8753, -2.0225)
O (1.3733, -2.3126, 1.2401)
P (0.5041, -0.5533, -0.0712)
H (-0.2956, 1.2388, 1.1939)
H (0.4926, 2.5359, 0.0901)
H (-1.3245, 2.5921, 0.4148)
H (-1.6319, 0.1186, -0.1713)
H (-0.7149, -1.9405, 1.8203)
H (-0.4145, 0.5986, -2.6482)
H (1.6916, -2.8985, 0.4960)
H (1.4718, 0.4104, 0.0960)
H (1.1300, -1.2449, -1.1595)

Results
HOMO-LUMO gap in eV: 8.01
SMILES: C[C@@H](O)[PH2]=CO
HOMO in Eh: -0.2710

---

(x)
Entry from the Open Molecules 2025 dataset: an isolated molecule of C3H9O2P (ωB97M-V/def2-TZVPD).

Atoms and positions in Å:
C (1.5560, -0.3900, -0.9574)
C (0.1257, -0.6403, -0.5004)
C (-0.3025, 0.2421, 0.7367)
O (0.4305, -0.0505, 1.8260)
O (-2.4481, 0.0992, 1.4692)
P (-1.4545, 1.5397, 1.0540)
H (1.5548, -0.8745, -1.9643)
H (2.3385, -0.8352, -0.3033)
H (1.7527, 0.6900, -1.0437)
H (0.0583, -1.6788, -0.1311)
H (-0.5640, -0.5964, -1.3519)
H (1.2339, -0.6023, 1.6542)
H (-3.4211, 0.0390, 1.4754)
H (0.0120, 2.1698, 0.7133)
H (-1.8835, 1.7059, -0.2583)

Results
HOMO-LUMO gap (alpha / beta) in eV: 8.20 / 8.20
SMILES: CCC(O)=[PH2]O
HOMO (alpha / beta) in Eh: -0.2848 / -0.2848

---

Best to worst by energy: (x), (w).

---

(w)
Entry from the Open Molecules 2025 dataset: a cluster of 11 separate species, C35H70O13 in total (ωB97M-V/def2-TZVPD).

Atoms and positions in Å:
O (-0.2788, -0.3532, 6.2099)
C (-0.4068, -0.7382, 5.0589)
O (-1.0328, -1.7942, 4.6829)
C (-1.9588, -2.5352, 5.4799)
C (-3.2498, -1.6402, 5.6289)
C (0.2492, -0.0002, 3.9229)
H (-1.4978, -2.7182, 6.3159)
H (-1.9628, -3.4902, 5.0529)
H (-3.1878, -0.6132, 5.7919)
H (-3.9788, -2.1002, 6.2879)
H (-3.9818, -1.5052, 4.8869)
H (0.9552, 0.6028, 4.4159)
H (-0.6198, 0.3398, 3.2159)
H (0.8392, -0.6232, 3.2739)
O (5.9462, 4.3928, 0.3649)
C (5.2752, 3.8078, -0.5351)
O (3.9232, 3.9628, -0.7391)
C (3.1432, 4.9318, -0.0821)
C (1.7202, 4.8808, -0.5351)
C (5.8762, 2.7048, -1.2701)
H (3.5792, 6.0918, -0.2341)
H (3.1132, 4.7558, 0.9749)
H (1.1812, 4.1628, -0.0691)
H (1.7022, 4.6238, -1.6471)
H (1.1482, 5.8678, -0.5121)
H (5.9042, 2.8268, -2.3231)
H (5.7642, 1.7058, -0.8981)
H (6.9702, 2.8708, -1.0641)
C (-0.6098, -0.8382, -0.6531)
C (0.4042, -0.4992, 0.3269)
O (0.9982, -1.4142, 0.9379)
C (0.7782, 1.0048, 0.5559)
H (-0.4008, -1.8652, -0.8141)
H (-0.4648, -0.2002, -1.5021)
H (-1.5468, -0.7772, -0.3251)
H (1.3392, 1.4758, -0.1851)
H (1.5142, 1.0218, 1.4429)
H (0.0222, 1.6768, 0.6669)
C (-0.1998, -4.5242, 1.7719)
C (-1.6068, -4.1662, 1.1659)
O (-2.0388, -4.7062, 0.1089)
C (-2.2068, -2.8262, 1.7109)
H (0.5592, -3.9022, 1.3409)
H (-0.1378, -5.6552, 1.6279)
H (-0.4538, -4.4402, 2.8409)
H (-3.0308, -2.4802, 1.0459)
H (-1.5248, -2.0892, 1.8069)
H (-2.5968, -3.0612, 2.7399)
C (3.5612, -0.2852, -4.3191)
C (2.3242, 0.4728, -3.7191)
O (1.2182, -0.2742, -3.5431)
C (2.6862, 1.7858, -3.2301)
H (3.6862, 0.0458, -5.3921)
H (3.4632, -1.3042, -4.0581)
H (4.6342, 0.0178, -3.7941)
H (3.2712, 1.6808, -2.3811)
H (1.6982, 2.3138, -2.8901)
H (3.0312, 2.4088, -3.9401)
C (4.2512, -1.1792, 3.2559)
C (4.5682, -0.0642, 2.3579)
O (4.9632, -0.2772, 1.1109)
C (4.3822, 1.3738, 2.8699)
H (5.0772, -1.6602, 2.9909)
H (3.2712, -1.7982, 3.0549)
H (4.1862, -0.7912, 4.2309)
H (3.2582, 1.3658, 2.9719)
H (4.7462, 1.9058, 1.8479)
H (5.0152, 1.3918, 3.7359)
C (-4.1078, 0.8958, 2.1659)
C (-3.2758, 1.9178, 2.9589)
O (-2.8468, 1.4808, 4.1999)
C (-2.9648, 3.3558, 2.3459)
H (-4.3738, -0.0042, 2.6479)
H (-3.5598, 0.4828, 1.4129)
H (-4.9838, 1.4038, 1.6439)
H (-2.6258, 3.4158, 1.3529)
H (-2.2438, 3.8778, 2.8109)
H (-4.0728, 3.9188, 2.2119)
C (3.9552, -2.6772, -1.1101)
C (3.3982, -3.8892, -1.6961)
O (4.1942, -4.9312, -1.7661)
C (1.8002, -3.8492, -1.9651)
H (3.6922, -1.8502, -1.6481)
H (4.9092, -2.7672, -0.8401)
H (3.4372, -2.2902, -0.2821)
H (1.2862, -4.0062, -1.0331)
H (1.5852, -4.5732, -2.6941)
H (1.7262, -2.7762, -2.3101)
C (-2.8998, -5.4262, -3.4781)
C (-2.8588, -3.9642, -3.7971)
O (-3.4568, -3.5592, -4.8391)
C (-2.1228, -3.0492, -2.9171)
H (-2.9848, -6.1862, -4.4121)
H (-3.7308, -5.6712, -2.8261)
H (-1.8438, -5.7652, -2.9471)
H (-2.5718, -2.1392, -2.5721)
H (-1.2608, -2.6312, -3.4281)
H (-1.7438, -3.7322, -2.0941)
C (-1.3488, 2.5008, -3.6091)
C (-1.4028, 3.5628, -2.5911)
O (-1.3098, 3.3478, -1.3431)
C (-1.4208, 5.1198, -3.1161)
H (-1.3478, 1.5498, -3.3721)
H (-0.5448, 2.6768, -4.2651)
H (-2.2308, 2.6798, -4.1851)
H (-2.0688, 5.3988, -3.9771)
H (-0.5028, 5.4928, -3.1801)
H (-2.1278, 5.8368, -2.4661)
C (-6.3818, 0.0498, -0.9641)
C (-4.8678, 0.2928, -1.1761)
O (-3.9968, -0.7112, -0.9781)
C (-4.3268, 1.6168, -1.5491)
H (-6.7298, 0.2788, -1.9011)
H (-6.8918, 0.6738, -0.0631)
H (-6.6068, -0.8582, -0.6621)
H (-3.1338, 1.8778, -1.4851)
H (-4.9338, 2.4748, -1.0411)
H (-4.5038, 1.8508, -2.5961)

Results
HOMO-LUMO gap in eV: 9.04
SMILES: CCOC(C)=O.CCOC(C)=O.CC(C)=O.CC(C)=O.CC(C)=O.CC(C)=O.CC(C)=O.CC(C)=O.CC(C)=O.CC(C)=O.CC(C)=O
HOMO in Eh: -0.3334

---

(x)
Entry from the Open Molecules 2025 dataset: a cluster of 11 separate species, C35H70O13 in total (ωB97M-V/def2-TZVPD).

Atoms and positions in Å:
O (-0.0170, 1.7647, 0.5550)
C (0.5880, 0.7577, 0.5100)
O (0.2580, -0.4073, 0.0890)
C (-0.9650, -0.6743, -0.5660)
C (-1.1230, -2.0223, -1.1850)
C (2.0000, 0.7667, 1.0580)
H (-1.0320, 0.0447, -1.2940)
H (-1.9030, -0.4193, 0.1100)
H (-1.9840, -2.1183, -1.7640)
H (-1.0310, -2.9033, -0.4920)
H (-0.3680, -2.3913, -1.8360)
H (1.8850, 0.0827, 1.7720)
H (2.2440, 1.6567, 1.5680)
H (2.7780, 0.1757, 0.4360)
O (2.0920, 7.8647, -0.8920)
C (2.5730, 7.9877, 0.1510)
O (2.9110, 6.8917, 0.8590)
C (2.8030, 5.5927, 0.3320)
C (3.4700, 4.6957, 1.4540)
C (2.8270, 9.2807, 0.8520)
H (3.5360, 5.3197, -0.5150)
H (1.8090, 5.3937, 0.0770)
H (3.0440, 4.9447, 2.4650)
H (4.4530, 4.8727, 1.5620)
H (3.2890, 3.6347, 1.2040)
H (3.7600, 9.3647, 1.5300)
H (2.1280, 9.6777, 1.4410)
H (3.1320, 10.0017, 0.1240)
C (7.0470, 2.2527, -2.5390)
C (5.9480, 2.1047, -1.4840)
O (5.3150, 3.1847, -1.0120)
C (5.5430, 0.7137, -0.9640)
H (6.7940, 1.6007, -3.3120)
H (8.1120, 1.9557, -2.1710)
H (6.9700, 3.2117, -3.0690)
H (4.6730, 0.2267, -1.3730)
H (5.3410, 0.7217, -0.0300)
H (6.4610, 0.1477, -0.8520)
C (-4.8140, -3.9043, -2.5350)
C (-5.3490, -2.7313, -3.2930)
O (-4.6090, -1.4463, -3.1480)
C (-6.5160, -2.7713, -4.0880)
H (-4.3640, -4.4183, -3.3420)
H (-5.3440, -4.6143, -1.8050)
H (-3.8000, -3.6233, -2.0190)
H (-6.4700, -1.9083, -4.6970)
H (-7.4100, -3.0133, -3.6340)
H (-6.2530, -3.6103, -4.9370)
C (-0.0940, -2.4243, -5.4100)
C (-0.2570, -3.6843, -4.6390)
O (0.7730, -4.3613, -4.4050)
C (-1.7180, -4.1063, -4.3490)
H (0.7410, -2.4833, -6.2580)
H (0.0440, -1.4363, -4.7800)
H (-1.1940, -2.3723, -5.9380)
H (-1.7620, -4.0533, -3.3650)
H (-2.0950, -5.2073, -4.4570)
H (-2.3850, -3.5833, -4.6220)
C (2.3640, -3.5483, -0.7380)
C (3.8690, -3.6423, -0.3760)
O (4.6400, -2.6293, -0.3780)
C (4.4030, -5.0723, 0.0420)
H (1.7970, -2.5233, -0.6160)
H (1.8630, -4.2373, -0.2440)
H (2.3700, -3.7573, -1.6300)
H (3.5600, -5.7353, -0.0880)
H (4.4750, -5.2383, 1.1160)
H (5.4300, -5.2213, -0.6660)
C (-0.0350, 3.2027, -2.6790)
C (0.9080, 2.1187, -2.8910)
O (0.4480, 0.9527, -3.3540)
C (2.4350, 2.4227, -2.7950)
H (-0.2340, 3.1637, -1.6310)
H (-1.1590, 3.0177, -3.0210)
H (0.2650, 4.2987, -3.1710)
H (2.5190, 3.2047, -2.0510)
H (2.7570, 2.5377, -3.6690)
H (3.0240, 1.4817, -2.4740)
C (-3.7640, 1.6747, 1.0900)
C (-3.7160, 3.1877, 1.0120)
O (-4.5570, 3.8427, 1.8810)
C (-2.9470, 3.8747, -0.0310)
H (-4.4520, 1.3197, 1.9470)
H (-2.6930, 1.2757, 1.3920)
H (-4.2310, 1.0937, 0.3140)
H (-1.9410, 3.5247, 0.1630)
H (-3.0820, 5.0047, -0.0090)
H (-3.3800, 3.6607, -1.1210)
C (2.6020, 1.6317, 5.2160)
C (1.8090, 0.5487, 5.9390)
O (1.0120, -0.1983, 5.2190)
C (2.0810, 0.4747, 7.4210)
H (2.1330, 1.6477, 4.3580)
H (3.5540, 1.3887, 4.9740)
H (2.5450, 2.7447, 5.7390)
H (3.2440, 0.7287, 7.8150)
H (1.8490, -0.4793, 7.8570)
H (1.4070, 1.2347, 8.0910)
C (-2.1200, 0.2547, 3.9470)
C (-3.1560, -0.8643, 3.5530)
O (-3.2880, -1.2503, 2.2900)
C (-3.8810, -1.5213, 4.6660)
H (-2.4230, 1.0507, 4.0930)
H (-1.6540, 0.4937, 3.0550)
H (-1.6090, 0.0587, 4.7680)
H (-3.3160, -1.6543, 5.4830)
H (-4.4610, -2.4523, 4.4730)
H (-4.6920, -1.0023, 4.9900)
C (-5.6320, -6.0943, 0.6570)
C (-4.2080, -5.7923, 0.4490)
O (-3.5340, -6.2463, -0.6370)
C (-3.5470, -5.0353, 1.5590)
H (-5.8470, -6.4373, 1.5620)
H (-6.0130, -7.1083, 0.3670)
H (-6.3970, -5.3503, 0.1940)
H (-2.7370, -4.1133, 1.2890)
H (-2.9690, -5.7493, 2.0830)
H (-4.1680, -4.3623, 2.1230)

Results
HOMO-LUMO gap in eV: 9.34
SMILES: CCOC(C)=O.CCOC(C)=O.CC(C)=O.CC(C)=O.CC(C)=O.CC(C)=O.CC(C)=O.CC(C)=O.CC(C)=O.CC(C)=O.CC(C)=O
HOMO in Eh: -0.3360

---

Best to worst by energy: (w), (x).